5 unconnected molecules or ions with the total composition BrH8O4. Source: OMol25; level of theory: the ωB97M-V functional and the def2-TZVPD basis.

Cartesian coordinates (Å):
1 Br 0.57 0.35 -0.08
2 O -0.84 2.55 2.15
3 H -0.69 2.03 2.94
4 H -0.47 2.00 1.44
5 O 3.92 -0.19 0.36
6 H 3.04 0.01 -0.01
7 H 3.76 -1.02 0.82
8 O -0.93 -2.61 -0.78
9 H -0.65 -1.68 -0.61
10 H -1.61 -2.76 -0.12
11 O -2.12 0.56 -2.40
12 H -2.72 0.35 -1.68
13 H -1.25 0.41 -2.01

Values from the calculation:
multiplicity: 1
net charge: -1
HOMO level: -5.3112 eV
HOMO-LUMO gap: 9.1 eV
E: -78365.9293 eV

A single CH3PS4 molecule in a non-equilibrium geometry. Source: OMol25; level of theory: the ωB97M-V functional and the def2-TZVPD basis.

Cartesian coordinates (Å):
1 C 0.46 1.35 0.01
2 P 0.80 -0.23 0.68
3 S 3.85 0.95 -0.59
4 S 3.03 -0.33 0.60
5 S 0.55 -3.25 0.22
6 S 0.14 -1.49 -0.73
7 H 0.83 2.19 0.60
8 H -0.49 1.46 -0.53
9 H 1.54 -2.61 1.00

Values from the calculation:
multiplicity: 3
expectation value of S²: 2.020
HOMO level (alpha / beta): -8.2062 / -8.3454 eV
HOMO-LUMO gap (alpha / beta): 8.3 / 6.4 eV
E: -53713.2514 eV

A molecular structure, C44H38BaBr2ClF6IN6O3S2 in a non-equilibrium geometry. Source: OMol25; level of theory: the ωB97M-V functional and the def2-TZVPD basis.

Cartesian coordinates (Å):
1 Ba 0.04 -0.42 1.08
2 Cl -1.29 7.12 2.51
3 C -0.83 5.43 2.55
4 C -0.10 4.96 3.61
5 C 0.28 3.63 3.65
6 I 1.37 2.91 5.30
7 C 0.01 2.68 2.64
8 O 0.39 1.48 2.68
9 C -0.77 3.22 1.52
10 N -1.08 2.35 0.54
11 C -1.76 2.75 -0.50
12 C -2.23 4.07 -0.63
13 C -1.95 4.98 0.36
14 C -1.19 4.58 1.48
15 H 0.17 5.63 4.42
16 H -1.97 2.00 -1.26
17 H -2.80 4.37 -1.50
18 H -2.31 6.00 0.30
19 S -3.99 -0.60 5.02
20 C -4.54 0.77 4.12
21 C -5.56 1.67 4.42
22 C -5.84 2.67 3.51
23 C -5.12 2.78 2.31
24 C -4.11 1.88 2.01
25 C -3.80 0.87 2.92
26 N -2.84 -0.09 2.75
27 C -2.80 -0.95 3.71
28 C -1.96 -2.14 3.78
29 C -2.34 -3.17 4.66
30 C -1.60 -4.33 4.73
31 C -0.48 -4.46 3.92
32 C -0.13 -3.44 3.04
33 C -0.84 -2.23 2.92
34 H -6.12 1.58 5.34
35 H -6.64 3.38 3.71
36 H -5.36 3.56 1.61
37 H -3.56 1.93 1.09
38 H -3.23 -3.06 5.26
39 H -1.90 -5.13 5.40
40 H 0.12 -5.37 3.96
41 H 0.74 -3.59 2.41
42 Br -4.39 -3.69 -1.34
43 C -3.63 -2.42 -2.53
44 C -4.04 -2.42 -3.86
45 C -3.48 -1.54 -4.76
46 Br -4.07 -1.62 -6.59
47 C -2.52 -0.60 -4.36
48 C -1.90 0.34 -5.21
49 C -1.01 1.25 -4.69
50 C -0.74 1.23 -3.32
51 N -1.27 0.35 -2.51
52 C -2.13 -0.57 -2.98
53 C -2.65 -1.54 -2.00
54 O -2.25 -1.56 -0.82
55 H -4.79 -3.13 -4.19
56 H -2.13 0.34 -6.26
57 H -0.53 1.98 -5.33
58 H -0.07 1.95 -2.86
59 C 2.99 -1.41 3.25
60 C 3.14 -1.57 1.72
61 O 2.02 -1.45 1.02
62 C 4.17 -0.48 1.26
63 F 3.75 0.74 1.64
64 F 4.34 -0.45 -0.08
65 F 5.42 -0.63 1.79
66 C 3.82 -2.95 1.46
67 F 2.97 -3.96 1.73
68 F 4.93 -3.18 2.23
69 F 4.21 -3.12 0.17
70 H 2.41 -0.51 3.43
71 H 3.95 -1.35 3.75
72 H 2.42 -2.26 3.63
73 C 3.12 -0.27 -4.49
74 C 2.88 -1.23 -3.34
75 N 2.13 -0.53 -2.33
76 C 2.41 0.76 -1.96
77 N 1.86 1.25 -0.91
78 C 2.19 2.58 -0.45
79 C 3.55 3.05 -0.95
80 C 3.61 2.84 -2.45
81 N 3.28 1.47 -2.78
82 C 3.91 0.91 -3.96
83 H 2.15 0.06 -4.88
84 H 3.67 -0.76 -5.30
85 H 3.85 -1.60 -2.96
86 H 2.30 -2.09 -3.66
87 H 1.81 -1.08 -1.55
88 H 2.17 2.57 0.64
89 H 1.42 3.29 -0.78
90 H 4.34 2.46 -0.47
91 H 3.72 4.11 -0.71
92 H 4.61 3.05 -2.84
93 H 2.91 3.53 -2.95
94 H 4.94 0.59 -3.74
95 H 3.97 1.70 -4.72
96 C 2.03 -5.43 -1.46
97 S 1.27 -3.79 -1.31
98 C -0.18 -4.04 -2.36
99 H 1.29 -6.20 -1.24
100 H 2.82 -5.46 -0.72
101 H 2.44 -5.57 -2.46
102 H 0.11 -4.17 -3.41
103 H -0.79 -3.15 -2.25
104 H -0.74 -4.90 -2.02

Values from the calculation:
multiplicity: 1
net charge: -2
HOMO level: -2.2360 eV
HOMO-LUMO gap: 5.9 eV
E: -260712.5656 eV

2 unconnected molecules or ions with the total composition C3H7F2O2P in a non-equilibrium geometry. Source: OMol25; level of theory: the ωB97M-V functional and the def2-TZVPD basis.

Cartesian coordinates (Å):
1 C 2.16 1.85 -0.22
2 C 1.26 1.14 -1.14
3 C -1.57 0.01 0.92
4 O -3.59 -0.81 -0.89
5 O 1.47 0.06 -1.62
6 F -1.49 1.05 0.20
7 F -2.34 0.23 2.06
8 P -2.50 -1.36 -0.06
9 H 2.21 2.97 -0.30
10 H -2.73 -2.28 0.95
11 H 1.84 1.54 0.80
12 H 3.21 1.67 -0.39
13 H 0.42 1.67 -1.51
14 H -0.58 -0.43 1.30
15 H -1.34 -2.08 -0.54

Values from the calculation:
multiplicity: 3
expectation value of S²: 2.006
HOMO level (alpha / beta): -6.2500 / -10.6443 eV
HOMO-LUMO gap (alpha / beta): 7.0 / 8.2 eV
E: -22037.8462 eV

Relative energy (zero: lowest compared OMol25 entry of this formula, charge and spin) values (in kJ/mol) by entry order: 4.6, 11.5, 165.5, 163.1.